Here is a molecular structure, C23H56N2O11Sr2 from the OMol25 dataset. Energies are from ωB97M-V/def2-TZVPD.

The geometry in XYZ format:
```
94
Properties=species:S:1:pos:R:3:forces:R:3:mulliken_charge:R:1
Sr -6.31101 1.43076 -0.37639 1.3 0.3 -0.7 1.721
Sr -3.33106 0.81833 -3.66557 -1.5 0.1 0.2 1.687
C -1.84209 0.28103 0.33578 -0.3 0.1 2.4 -0.549
C -3.28215 0.69024 0.08244 1.3 -1.5 0.9 0.378
O -4.22559 0.81503 0.90393 -0.5 0.2 1.4 -0.907
O -3.54514 0.83919 -1.09587 -1.3 1.0 -4.9 -0.459
H -1.31308 1.20756 0.55894 0.3 0.1 -0.5 0.214
H -1.34148 -0.37018 -0.38074 -0.5 0.5 -0.4 0.304
H -1.74657 -0.23600 1.29059 -0.2 -0.2 0.2 0.344
C -7.29873 3.26679 -4.03233 0.7 -0.6 0.4 -1.063
C -6.13614 2.24948 -3.94956 -2.0 1.4 -3.4 0.780
O -5.67472 1.70367 -4.95848 0.7 -0.2 0.0 -0.697
O -5.63400 2.06085 -2.83191 1.5 -1.3 4.8 -0.654
H -7.17837 3.90814 -4.90541 -0.2 -0.2 0.1 0.312
H -7.28821 3.85556 -3.11508 0.1 0.2 -0.1 0.293
H -8.25898 2.75108 -4.04011 0.0 -0.1 -0.4 0.312
C -1.21620 4.67853 -0.45566 -0.3 0.3 -0.7 -0.847
O -0.55456 3.47353 -0.97308 -0.4 0.6 0.9 -0.325
H -0.90731 5.54454 -1.04107 0.2 0.0 0.1 0.334
H -2.29718 4.61143 -0.57847 0.0 -0.2 0.1 0.330
H -1.01622 4.87377 0.59790 0.3 -0.5 -0.1 0.371
H -1.01548 3.24277 -1.78296 0.2 0.1 0.0 0.125
O -4.68558 -1.22816 -3.16387 0.2 0.4 -0.1 -0.521
H -5.28116 -1.19014 -2.41549 -0.1 -0.1 0.1 0.234
H -4.45008 -2.15309 -3.23641 0.0 -0.6 -0.2 0.293
O -3.23629 1.98346 3.39338 0.3 0.1 -0.1 -0.582
H -3.61867 1.69325 2.56525 -0.1 -0.3 -0.2 0.240
H -3.86856 2.61157 3.74260 -0.1 0.2 0.4 0.291
O -1.23719 -0.44654 -2.93159 -0.3 0.4 -0.3 -0.491
H -0.48021 0.06536 -2.64669 0.4 0.1 0.2 0.273
H -0.94902 -1.35708 -2.86755 0.1 -0.6 -0.1 0.261
O -4.63031 -2.28953 1.45780 0.1 -0.1 -0.5 -0.584
H -4.33933 -1.39454 1.28301 0.2 0.4 0.3 0.301
H -5.58430 -2.22687 1.50474 -0.3 -0.2 0.3 0.273
C 1.02044 -7.15492 2.07806 -0.7 0.4 -1.2 -1.734
C 0.39968 -5.82252 1.51217 0.4 0.3 1.8 1.432
C -0.86323 -5.49414 2.40374 -0.7 0.6 -1.1 -1.327
C -1.34018 -4.00822 2.44409 1.0 -0.6 0.4 -0.448
C -0.22450 -3.15094 3.01297 0.2 -1.0 -1.1 -1.144
C 1.03495 -3.31907 2.11440 1.6 -0.2 1.2 1.249
N 1.39274 -4.76136 1.85711 -1.3 0.3 0.4 0.362
O 2.54730 -4.90462 1.05762 -0.2 0.6 -0.2 -0.511
C 0.87883 -2.45083 0.86361 0.3 -0.5 -0.5 -0.980
C 2.20560 -2.75828 3.01823 -0.4 -0.2 -0.2 -1.987
C -0.01169 -6.01664 0.04216 -0.2 0.5 -0.7 -1.600
H 2.00994 -7.35970 1.66936 0.1 0.3 0.1 0.398
H 1.03851 -7.17361 3.16775 0.0 0.0 -0.2 0.366
H 0.39802 -7.94711 1.66197 -0.1 -0.3 0.5 0.425
H -1.73759 -5.95772 1.94693 0.2 -0.7 0.0 0.393
H -0.81024 -5.88815 3.41866 0.4 0.1 0.0 0.372
H -1.57717 -3.69354 1.42776 -0.5 0.0 0.0 0.222
H -2.17572 -3.98264 3.14360 -0.4 0.2 -0.5 0.417
H -0.11901 -3.52479 4.03141 0.7 0.3 0.1 0.430
H -0.41363 -2.07754 3.02476 -0.3 0.0 0.2 0.340
H 1.71069 -2.59123 0.17340 0.3 0.0 0.2 0.571
H 0.83230 -1.39812 1.14244 -0.2 0.1 0.0 -0.139
H 0.01381 -2.74812 0.27078 -0.4 0.1 0.2 0.183
H 1.96386 -1.77032 3.41014 -0.2 0.2 -0.2 0.371
H 3.19520 -2.69058 2.56636 -0.1 -0.2 -0.3 0.414
H 2.28931 -3.38561 3.90567 0.0 -0.2 -0.1 0.494
H -0.26406 -5.11988 -0.52374 -0.4 0.7 0.6 0.246
H 0.68936 -6.40644 -0.69587 0.6 -0.7 0.8 0.396
H -0.90867 -6.63536 0.01563 0.1 -0.2 0.0 0.428
H 3.21461 -5.15818 1.69949 0.3 -0.1 0.0 0.379
C 4.62812 5.04754 -0.59263 -0.1 -1.0 0.8 -1.522
C 3.63259 4.08425 -1.32360 1.3 -0.2 -1.0 1.028
C 4.37070 3.18972 -2.34008 0.5 -1.4 1.4 -1.087
C 5.07198 2.01628 -1.59308 -0.3 1.2 -0.6 -0.793
C 4.08293 1.24044 -0.78564 -0.6 -0.5 -0.3 -1.305
C 3.23218 2.01917 0.28573 0.2 -2.3 -1.5 1.957
N 2.74849 3.21377 -0.38291 1.7 2.7 0.1 0.954
O 1.88476 4.00999 0.32645 1.2 -0.9 -0.3 -0.309
C 2.05977 1.11162 0.61467 -1.2 0.4 0.2 -2.674
C 3.98316 2.35221 1.51902 1.4 1.5 2.1 -1.687
C 2.71628 4.88690 -2.18380 -1.8 0.3 0.9 -1.759
H 5.43029 4.52820 -0.06831 0.0 -0.3 -0.1 0.356
H 4.16302 5.65866 0.18087 -0.2 0.2 -0.4 0.380
H 5.12525 5.63368 -1.36555 -0.4 0.2 0.0 0.452
H 3.59185 2.88768 -3.04027 0.3 -0.5 -0.2 0.421
H 5.14795 3.72051 -2.88984 -0.3 0.4 0.1 0.390
H 5.82079 2.48426 -0.95404 0.3 -0.3 0.0 0.324
H 5.54792 1.33835 -2.30160 0.2 0.1 0.1 0.476
H 4.54632 0.31469 -0.44454 0.0 0.3 1.0 0.513
H 3.39125 0.80578 -1.50726 -0.5 0.2 -0.1 0.415
H 1.35195 1.60402 1.28148 0.1 0.0 0.4 0.645
H 1.47427 0.89795 -0.27955 0.1 -0.3 -0.2 0.363
H 2.37554 0.17955 1.08333 0.2 0.2 -0.2 0.700
H 3.65073 3.22056 2.08785 -0.7 0.3 -0.4 0.410
H 3.94224 1.60967 2.31593 0.0 -0.6 -0.6 0.440
H 5.02513 2.63329 1.36608 0.1 -0.5 -0.4 0.359
H 1.94503 4.20479 -2.54156 -0.2 0.1 -0.3 0.352
H 3.18837 5.33999 -3.05555 0.2 0.1 0.4 0.412
H 2.22442 5.57138 -1.49268 -0.1 0.7 -0.7 0.445
H 1.03226 3.78153 -0.05124 -1.3 -0.2 -0.3 0.335
```
Positions in Å, forces in eV/Å.

Calculated total energy, eV: -51909.7688
Net charge: +3
Multiplicity: 2
M, Da: 711.944
Expectation value of S²: 0.75